No. 1
{
  "formula": "C4H4N2S2",
  "method": "the ωB97M-V functional and the def2-TZVPD basis",
  "species": ["H", "N", "C", "S", "S", "H", "C", "C", "N", "H", "C", "H"],
  "coordinates": [[2.5838, -1.2550, -0.3604], [-0.0884, 0.2550, 0.8390], [1.6947, -1.8309, -0.2785], [-1.9862, 0.0027, -0.9252], [0.9790, -0.1020, 2.0881], [-0.9751, 2.1794, -1.7822], [-0.8950, 1.3486, -0.9978], [-1.1345, -0.4792, 0.5927], [0.6245, -2.2106, -0.4984], [-1.6038, -1.3120, 1.0482], [0.0963, 1.3095, -0.0621], [0.7045, 2.0944, 0.3365]],
  "forces_ev_per_angstrom": [[0.463, -0.213, 0.472], [-0.884, -0.485, 0.066], [-1.537, 0.108, -1.001], [1.577, 0.615, 1.877], [0.796, 0.173, 0.884], [0.008, -1.568, 1.295], [0.794, 1.372, -1.394], [-1.591, 0.804, -3.112], [1.198, -0.284, 0.245], [0.638, -0.581, 0.988], [-2.098, -0.124, 0.204], [0.637, 0.183, -0.524]],
  "mulliken_charge": [0.311, -0.004, 0.085, -0.019, -0.371, 0.322, -0.199, -0.114, -0.418, 0.406, -0.403, 0.403],
  "max_force_ev_per_a": 3.59,
  "homo_lumo_gap_ev": [7.9, 7.9],
  "de_lowest_kcal_mol": 62.4,
  "e_lumo_ev": [0.078, 0.078]
}

No. 2
{
  "formula": "C5H14",
  "method": "the ωB97M-V functional and the def2-TZVPD basis",
  "species": ["H", "H", "H", "H", "H", "C", "H", "C", "C", "C", "H", "H", "C", "H", "H", "H", "H", "H", "H"],
  "coordinates": [[-0.3751, -1.9967, -1.2856], [-0.3580, 0.8957, 2.0607], [-0.5631, -0.5823, 2.9347], [1.6766, -1.3377, 2.4793], [0.8725, -0.8350, 1.0020], [-0.5910, -1.1225, -1.9086], [-0.3637, 2.3046, -1.4341], [0.1675, 0.2028, 2.7142], [0.0884, 0.1679, -1.4642], [-0.8477, 1.3523, -1.6660], [-1.6899, 1.3019, -0.9782], [-0.2982, -1.4111, -2.9253], [1.3078, -0.4727, 1.9288], [1.0879, 0.3062, -1.8721], [2.1345, 0.1933, 1.7012], [0.4926, 0.5101, 3.7059], [-1.6785, -1.0305, -1.9380], [-1.2597, 1.4611, -2.6733], [0.1971, 0.0927, -0.3815]],
  "forces_ev_per_angstrom": [[0.156, 0.220, 0.068], [0.169, 0.630, 0.540], [-0.103, 0.013, -0.084], [0.173, 0.039, -0.011], [0.341, -0.191, -0.069], [0.139, -0.693, -0.730], [0.146, -0.036, -0.039], [0.130, -1.509, -0.237], [-0.950, -0.130, 0.844], [0.198, 0.841, -0.191], [-0.138, -0.248, 0.000], [-0.027, 0.114, 0.070], [-0.610, -0.055, 0.373], [-0.091, 0.005, -0.227], [0.066, 0.090, -0.025], [-0.051, 0.834, -0.252], [0.014, 0.158, 0.155], [0.138, -0.240, -0.029], [0.298, 0.160, -0.156]],
  "mulliken_charge": [0.329, 0.261, 0.239, 0.335, 0.075, -1.136, 0.348, -0.788, 0.586, -1.395, 0.352, 0.301, -0.587, 0.365, 0.261, 0.312, 0.319, 0.363, -0.539],
  "max_force_ev_per_a": 1.53,
  "homo_lumo_gap_ev": 12.3,
  "de_lowest_kcal_mol": 8.5,
  "e_lumo_ev": 1.093
}

No. 3
{
  "formula": "C5H10O2",
  "method": "the ωB97M-V functional and the def2-TZVPD basis",
  "species": ["H", "H", "C", "H", "H", "C", "C", "O", "H", "H", "H", "O", "H", "C", "H", "H", "C"],
  "coordinates": [[1.6587, -1.0221, 2.5346], [1.9047, -1.7168, 0.9277], [0.0710, -0.1820, -0.7083], [0.7515, -0.8166, -1.2949], [2.0886, 0.0653, 1.1520], [1.5400, -0.8307, 1.4550], [-1.2230, 0.2960, -1.4006], [-1.0277, -0.1645, 1.4792], [0.2756, -0.3696, 1.7586], [-0.5887, 2.4128, -1.8408], [-1.2463, 0.0965, -2.4751], [0.5496, 1.1567, -0.5787], [-1.2602, 2.1602, -0.1925], [-0.2413, -0.8236, 0.6389], [-0.3745, -1.9217, 0.5578], [-2.1583, -0.0201, -0.9328], [-0.7155, 1.6945, -1.0209]],
  "forces_ev_per_angstrom": [[-0.144, 0.069, -0.227], [-0.204, 0.196, 0.090], [0.061, -0.282, 0.038], [-0.121, 0.138, 0.121], [-0.180, -0.186, 0.049], [0.010, 0.031, -0.104], [-0.119, -0.067, -0.049], [0.092, -0.019, 0.025], [0.174, 0.019, 0.179], [0.020, -0.169, 0.160], [0.032, 0.034, 0.213], [0.092, 0.046, 0.059], [0.115, -0.103, -0.116], [0.186, -0.218, -0.284], [0.043, 0.225, 0.012], [0.178, 0.060, -0.054], [-0.234, 0.227, -0.110]],
  "mulliken_charge": [0.392, 0.387, 0.293, 0.469, 0.297, -1.191, -0.670, -0.744, 0.151, 0.276, 0.297, -0.477, 0.223, 0.007, 0.423, 0.252, -0.384],
  "max_force_ev_per_a": 0.40,
  "homo_lumo_gap_ev": 10.1,
  "de_lowest_kcal_mol": 135.9,
  "e_lumo_ev": 0.938
}

No. 4
{
  "formula": "CH4FOP",
  "method": "the ωB97M-V functional and the def2-TZVPD basis",
  "species": ["H", "O", "H", "H", "P", "F", "C", "H"],
  "coordinates": [[1.9417, 0.5164, -0.6988], [-0.6777, -1.4811, 0.0268], [1.3926, 0.6827, 1.2340], [-0.5362, 0.0513, -1.4459], [0.8209, 1.1871, -0.0502], [-1.8545, 0.7548, 0.2915], [-0.4659, -0.2048, -0.3578], [-0.6210, -1.5063, 1.0004]],
  "forces_ev_per_angstrom": [[-0.780, 0.168, 0.007], [0.459, 1.812, -0.040], [-0.670, 0.654, -0.918], [-0.974, -1.447, 0.707], [0.799, -1.916, 1.892], [2.663, -1.936, -1.265], [-1.574, 2.740, -0.025], [0.078, -0.074, -0.358]],
  "mulliken_charge": [0.073, -0.387, 0.054, 0.235, -0.069, -0.488, 0.212, 0.371],
  "max_force_ev_per_a": 3.53,
  "homo_lumo_gap_ev": 11.2,
  "de_lowest_kcal_mol": 80.0,
  "e_lumo_ev": 0.617
}

No. 5
{
  "formula": "C5H8ClN",
  "method": "the ωB97M-V functional and the def2-TZVPD basis",
  "species": ["C", "H", "C", "H", "H", "H", "Cl", "C", "H", "N", "C", "H", "H", "H", "C"],
  "coordinates": [[0.4342, 1.3146, -0.5728], [2.5292, 0.5462, -0.2904], [1.4524, 0.2439, -0.4978], [0.6054, 2.3373, -0.5537], [-1.3863, 1.8150, 0.6398], [-0.4897, -2.2669, 0.4299], [-2.6475, -0.2704, -0.8881], [1.1358, -1.0286, -0.1941], [-1.8762, -0.5156, 1.1524], [-0.6678, 1.0636, 0.5182], [-0.2943, -1.4535, -0.1847], [1.8548, -1.7578, -0.1395], [-0.5952, -1.4591, -1.2357], [-0.0965, 0.9536, -1.4381], [-1.2628, -0.1913, 0.2980]],
  "forces_ev_per_angstrom": [[-3.370, -2.999, 0.976], [-1.274, -0.405, -0.913], [2.742, 0.151, 2.729], [1.104, 1.564, -0.261], [1.129, -0.896, -0.481], [-0.555, -1.676, 0.573], [-0.705, 0.599, -1.037], [-1.715, 2.430, -0.983], [0.855, 0.248, 0.131], [0.779, -0.013, -0.803], [-0.247, 4.729, -0.691], [1.800, -1.516, 0.464], [-0.066, -1.183, 0.201], [-0.410, 1.080, -1.242], [-0.069, -2.112, 1.338]],
  "mulliken_charge": [-0.494, 0.245, -0.271, 0.460, 0.295, 0.405, -0.251, -0.394, 0.423, -0.399, -0.813, 0.476, 0.311, 0.262, -0.254],
  "max_force_ev_per_a": 4.79,
  "homo_lumo_gap_ev": 10.3,
  "de_lowest_kcal_mol": 34.9,
  "e_lumo_ev": 0.994
}

No. 6
{
  "formula": "C27H21F3LiN3SSb",
  "method": "the ωB97M-V functional and the def2-TZVPD basis",
  "species": ["C", "C", "H", "H", "Sb", "C", "N", "C", "H", "H", "H", "C", "H", "H", "H", "S", "H", "C", "C", "C", "C", "C", "N", "C", "H", "F", "C", "N", "H", "C", "H", "C", "F", "C", "C", "H", "C", "Li", "C", "H", "C", "C", "F", "H", "C", "H", "C", "C", "C", "C", "H", "H", "H", "C", "C", "H", "H"],
  "coordinates": [[-3.4317, -1.4511, 2.1014], [5.4056, 0.3045, 2.6059], [-1.0119, -3.0149, -0.4707], [3.9009, -0.9981, 4.2516], [-0.9744, -0.0092, -1.2685], [0.7485, -0.3402, 2.2764], [4.2926, -0.0089, 1.8195], [-1.5560, 4.1995, -0.2520], [-4.8321, 3.5058, -0.7869], [-3.0810, 0.4052, 1.1202], [6.7831, -0.5692, -1.2375], [-3.4183, -1.1827, -5.2876], [1.7221, -1.3801, 5.3180], [0.0573, 2.8331, -0.4619], [-2.4168, 1.5230, -3.5790], [3.8174, -0.2976, -0.9383], [-1.7565, -2.6535, -2.7781], [-1.9866, -1.1943, 0.1745], [4.6647, -0.0001, 0.4964], [0.6076, -0.7717, 3.5763], [-1.0204, 2.9470, -0.5241], [6.7879, 0.3871, -0.7199], [5.9801, 0.2920, 0.4927], [-3.2142, 2.0835, -0.9761], [-4.1085, -1.0489, 2.8422], [-4.1200, -1.5100, -6.3827], [-3.7694, 3.3241, -0.7123], [1.9330, -0.1159, 1.6797], [-3.6845, 0.9075, -5.6213], [6.4425, 0.4904, 1.7784], [5.3547, 0.4169, 3.6705], [-3.2582, 0.1518, -4.9771], [-3.6917, -3.5771, 3.0507], [-2.8507, -0.6521, 1.1245], [-2.5480, 0.4782, -3.8301], [-0.3757, -0.9359, 3.9905], [-1.7021, -2.5598, 0.2322], [1.6420, 0.0322, -0.3096], [-2.8839, -2.1978, -4.5183], [6.3763, 1.1542, -1.3716], [-2.0123, -0.5175, -3.0168], [-2.2807, -3.3768, 1.1918], [-3.4525, 5.5621, -0.1021], [-2.0753, -4.4368, 1.2406], [-3.1360, -2.7991, 2.1097], [-3.8724, 1.2734, -1.2692], [1.7670, -1.0093, 4.3030], [-2.1736, -1.8543, -3.3792], [2.9933, -0.7798, 3.7129], [-1.8344, 1.8743, -0.8826], [-0.1397, -0.1762, 1.6794], [7.8003, 0.6478, -0.4255], [7.4614, 0.7626, 1.9813], [-2.9222, 4.3568, -0.3517], [3.0231, -0.3111, 2.4040], [-3.0307, -3.2258, -4.8167], [-0.9392, 5.0428, 0.0231]],
  "forces_ev_per_angstrom": [[0.039, 0.014, -0.047], [0.095, 0.062, -0.042], [0.002, 0.030, -0.018], [0.046, 0.016, -0.012], [0.339, 0.145, 0.173], [-0.038, -0.040, 0.035], [-0.260, 0.000, 0.185], [-0.020, -0.084, -0.020], [-0.024, -0.014, 0.002], [-0.006, 0.043, -0.030], [0.005, 0.018, -0.039], [-0.083, -0.042, -0.122], [-0.018, 0.000, 0.003], [-0.022, -0.056, -0.003], [-0.021, 0.013, 0.009], [-0.010, -0.071, 0.060], [-0.003, 0.024, 0.041], [-0.146, -0.122, 0.090], [-0.089, -0.049, -0.097], [0.177, -0.029, 0.030], [0.053, 0.041, 0.030], [-0.081, 0.004, 0.182], [0.179, 0.062, -0.105], [-0.003, -0.036, -0.008], [-0.011, 0.027, 0.003], [0.040, 0.014, 0.023], [0.088, -0.017, 0.006], [-0.407, 0.113, 0.043], [-0.007, 0.023, 0.001], [-0.130, -0.055, -0.032], [-0.047, -0.001, 0.027], [0.054, -0.019, 0.080], [0.010, 0.022, -0.019], [-0.013, -0.022, 0.014], [0.035, -0.010, -0.070], [-0.018, 0.006, 0.016], [0.021, -0.025, -0.002], [0.299, -0.030, 0.092], [0.020, 0.053, 0.028], [0.013, -0.021, -0.037], [-0.213, -0.140, -0.279], [0.016, 0.061, -0.014], [0.032, -0.056, 0.008], [0.003, -0.016, -0.002], [-0.031, -0.087, 0.069], [0.018, -0.023, 0.006], [-0.091, 0.002, 0.007], [-0.033, 0.006, -0.019], [-0.061, -0.070, -0.005], [-0.203, 0.198, 0.044], [0.044, 0.030, -0.049], [0.004, 0.000, -0.020], [0.030, -0.001, 0.021], [-0.091, 0.129, -0.007], [0.481, 0.005, -0.245], [0.007, -0.029, 0.016], [0.030, 0.005, 0.000]],
  "mulliken_charge": [-0.839, -0.447, 0.374, 0.412, 1.388, 0.195, 0.269, -0.655, 0.445, 0.406, 0.338, 0.349, 0.431, 0.320, 0.460, -0.634, 0.191, -0.072, 0.149, -0.720, -0.543, -0.845, 0.101, -0.096, 0.471, -0.312, -0.759, -0.264, 0.446, -0.421, 0.419, -0.709, -0.327, 0.072, -0.239, 0.483, -0.468, 0.555, -0.687, 0.332, 0.161, -0.852, -0.319, 0.466, 0.427, 0.627, -0.687, -0.376, -0.603, -0.225, 0.126, 0.308, 0.436, 0.358, 0.664, 0.458, 0.463],
  "charge": 1,
  "max_force_ev_per_a": 0.54,
  "homo_lumo_gap_ev": 8.5,
  "e_lumo_ev": -2.698
}

No. 7
{
  "formula": "C6H11F3N2",
  "method": "the ωB97M-V functional and the def2-TZVPD basis",
  "species": ["F", "H", "H", "H", "N", "C", "H", "F", "H", "H", "H", "H", "H", "C", "C", "C", "C", "C", "H", "F", "N", "H"],
  "coordinates": [[3.4719, 1.8390, 0.7875], [-1.4731, -0.0502, 1.4626], [-0.6981, -2.0619, -1.6518], [2.0643, -0.9255, 1.7501], [1.7194, -1.1411, -0.3077], [1.8876, 0.1904, -0.0321], [1.3520, 0.7519, -0.6751], [3.5119, 0.9520, -1.3126], [-3.2809, 1.2707, -0.6803], [-1.1444, 1.4419, 0.3845], [0.7718, -1.2918, -0.6796], [-0.7956, -2.3669, 0.0320], [-3.7969, 0.2634, 0.6583], [-3.1503, 1.0647, 0.3744], [-1.3744, -0.3821, -0.7773], [-1.7408, 0.4415, 0.4445], [3.3892, 0.7323, -0.0260], [-1.0797, -1.6512, -0.7334], [-1.6200, -0.0413, -1.8071], [4.0817, -0.2076, 0.4848], [1.3059, -0.6041, 1.0757], [-3.4016, 1.7758, 1.2288]],
  "forces_ev_per_angstrom": [[0.659, -0.498, -1.487], [-0.481, 0.654, -2.004], [-0.652, -0.427, -0.845], [-0.879, 0.711, -1.356], [0.010, -2.604, 1.295], [2.480, -0.225, 2.660], [-2.500, 2.736, -1.036], [2.413, 1.043, -0.898], [-0.688, 1.004, 0.161], [-0.055, -1.886, 0.244], [0.995, 0.309, -0.311], [-0.584, 0.744, 0.868], [-1.012, -0.763, -0.372], [0.126, -1.386, 1.674], [-2.153, 1.014, 0.938], [1.594, 2.572, 0.875], [-6.811, -0.431, 1.675], [1.672, -2.107, -0.827], [0.521, 0.526, 0.898], [3.104, -1.240, 0.294], [1.445, 0.307, -0.668], [0.795, -0.056, -1.778]],
  "mulliken_charge": [-0.261, 0.277, 0.416, 0.250, -0.600, -0.048, 0.480, -0.241, 0.328, 0.149, 0.374, 0.383, 0.346, -1.258, -0.066, 0.071, 0.720, -1.194, 0.234, -0.234, -0.453, 0.328],
  "max_force_ev_per_a": 7.03,
  "homo_lumo_gap_ev": 10.6,
  "de_lowest_kcal_mol": 34.2,
  "e_lumo_ev": 0.992
}

> Number 6 is which compound?

C27H21F3LiN3SSb